C5H12O2 | the ωB97M-V functional and the def2-TZVPD basis

Last column: natural (NBO) charge in e.
Atoms and positions in Å:
C  2.60  -0.50  0.51  -0.6081
C  1.55  -0.23  -0.56  -0.4138
C  0.18  -0.10  0.08  0.0946
O  0.31  0.93  1.17  -0.7691
C  -0.89  0.55  -0.77  -0.5060
C  -2.31  0.03  -0.57  -0.0568
O  -2.51  0.04  0.84  -0.7459
H  3.61  -0.55  0.09  0.2044
H  2.56  0.29  1.26  0.2311
H  2.39  -1.45  1.01  0.1975
H  1.56  -1.02  -1.33  0.2069
H  1.78  0.71  -1.09  0.2030
H  -0.14  -1.03  0.56  0.1839
H  -0.47  0.83  1.75  0.4847
H  -0.65  0.75  -1.83  0.2154
H  -0.72  1.45  -0.10  0.2802
H  -2.49  -0.99  -0.97  0.1574
H  -3.02  0.70  -1.08  0.1659
H  -3.35  -0.40  1.03  0.4747

## Properties
**E_LUMO**: 0.78 eV
**SMILES**: CC[C@@H](O)CCO